Record 1
Computed, not measured: a molecular structure, C40H65F6N4O2P3SSr, with ωB97M-V/def2-TZVPD.

Results
electronic energy = -3984.8993 Ha
E_HOMO = -5.5470 eV
max |F| = 2.7 eV Å⁻¹
LUMO level = -0.1 eV
frontier orbital gap = 0.199 Ha
net charge = 0

Last column: Löwdin charge in e.
CARTESIAN COORDINATES (ANGSTROEM)
Sr1 -1.8913 1.3890 0.7681  1.471
C1 -0.1251 3.8538 -0.9591  -0.222
C2 -1.3838 4.6333 -0.5242  -0.205
N1 -2.6387 3.8615 -0.4481  -0.112
C3 -3.7164 4.3769 0.4346  -0.156
C4 -3.4928 4.1366 1.9024  -0.272
C5 -4.5257 4.3874 2.8347  -0.015
C6 -4.2618 4.1504 4.1742  -0.038
C7 -3.0468 3.5762 4.5560  -0.007
C8 -2.1217 3.2420 3.5680  -0.255
C9 -0.8770 2.5619 4.0188  -0.146
N2 -0.2258 1.7646 2.9433  -0.133
C10 1.0537 2.2571 2.3557  -0.199
C11 0.9854 3.3376 1.2370  -0.189
N3 0.4307 2.8248 -0.0548  -0.102
N4 -2.3827 3.4817 2.2565  0.049
H1 -0.3092 3.3727 -1.9133  0.098
H2 0.6133 4.6110 -1.1781  0.108
H3 -1.2036 5.1471 0.4412  0.113
H4 -1.4774 5.4761 -1.2354  0.124
H5 -3.0686 3.7413 -1.3499  0.105
H6 -3.8316 5.4720 0.2915  0.131
H7 -4.6819 3.9413 0.0730  0.142
H8 -5.5004 4.7598 2.5115  0.122
H9 -4.9384 4.4571 4.9688  0.116
H10 -2.8258 3.4039 5.5965  0.120
H11 -0.2414 3.3615 4.4403  0.136
H12 -1.1498 1.8730 4.8481  0.143
H13 0.0337 0.8361 3.3563  0.012
H14 1.7194 2.6617 3.1588  0.125
H15 1.5785 1.3974 1.9337  0.101
H16 0.3545 4.1673 1.5727  0.099
H17 2.0062 3.7383 1.0800  0.121
H18 1.0755 2.2695 -0.6251  0.112
C12 -3.0071 0.7645 -3.5178  -0.304
P1 -1.1999 0.3816 -3.6296  0.842
C13 -1.2660 -1.4197 -4.0020  -0.271
C14 -0.5957 1.0614 -5.2334  -0.420
C15 -1.4644 1.3039 -6.3006  -0.078
C16 -0.9650 1.9217 -7.4485  -0.076
C17 0.3808 2.2387 -7.5396  -0.096
C18 1.2611 1.9239 -6.5346  -0.081
C19 0.7601 1.3239 -5.3651  -0.449
P2 1.7319 0.8793 -3.9273  0.850
C20 3.0451 -0.0948 -4.7657  -0.296
C21 2.5869 2.5089 -3.6135  -0.297
H19 -3.5341 0.2033 -4.3313  0.037
H20 -3.2399 1.8504 -3.6060  0.039
H21 -3.3313 0.4267 -2.5284  0.001
H22 -0.4985 -1.6783 -4.7241  0.027
H23 -2.2092 -1.7781 -4.4410  0.043
H24 -1.0774 -1.9856 -3.0635  0.037
H25 -2.4936 1.0740 -6.1681  0.081
H26 -1.6090 2.1551 -8.2833  0.101
H27 0.7060 2.7451 -8.4346  0.101
H28 2.3089 2.2508 -6.5084  0.105
H29 3.6919 0.4713 -5.4120  0.021
H30 2.5736 -0.8454 -5.4209  0.045
H31 3.6746 -0.6442 -4.0255  0.026
H32 3.2635 2.8156 -4.4447  0.036
H33 3.2107 2.4395 -2.7083  0.026
H34 1.8235 3.3178 -3.4903  0.035
O1 -1.0703 -0.7709 -0.0859  -0.291
H35 -0.6296 -1.4622 0.4713  0.008
H36 -2.0904 -0.9618 -0.1924  0.018
C22 -5.8023 -0.5727 -0.4474  0.002
C23 -4.5928 -0.7619 0.4022  -0.470
O2 -3.4807 -0.1569 -0.1583  -0.373
C24 -4.8076 -0.0342 1.7657  -0.477
F1 -5.6344 -0.6032 2.6325  0.185
F2 -3.5679 0.1081 2.4384  0.016
F3 -5.2141 1.2624 1.6260  0.117
C25 -4.3382 -2.3084 0.6053  -0.526
F4 -3.6187 -2.6507 1.7017  0.152
F5 -5.5344 -2.9225 0.7274  0.129
F6 -3.7434 -2.8906 -0.4410  0.165
H37 -5.8729 0.5128 -0.6340  0.101
H38 -6.7355 -0.9355 0.0600  0.115
H39 -5.6472 -1.1626 -1.3495  0.104
S1 0.3012 -1.5148 3.0418  0.521
C26 -0.4226 -1.7768 4.5387  -0.806
C27 -1.8467 -1.6731 4.6046  -0.154
C28 -2.5764 -1.7967 5.8162  -0.124
C29 -1.8769 -2.1538 6.9416  -0.141
C30 -0.4492 -2.2833 6.9145  -0.124
C31 0.2611 -2.0713 5.7639  -0.148
H40 -2.3780 -1.4819 3.6634  0.054
H41 -3.6436 -1.5724 5.8225  0.092
H42 -2.3856 -2.2214 7.9134  0.086
H43 0.1061 -2.4677 7.8362  0.091
H44 1.3712 -2.0123 5.7760  0.097
C32 3.6272 -4.8397 2.6025  -0.137
C33 4.3407 -4.4871 1.2859  -0.557
C34 5.7035 -3.9394 1.6270  -0.143
P3 3.3580 -3.2695 0.2622  1.049
C35 4.1972 -1.6014 0.1935  -0.538
C36 5.3787 -1.5767 -0.8073  -0.135
C37 4.4916 -1.0414 1.6345  -0.120
C38 3.4571 -3.8065 -1.4911  -0.600
C39 2.0744 -4.3073 -1.9061  -0.155
C40 4.5776 -4.7441 -1.8306  -0.138
H45 4.1535 -5.6611 3.1208  0.073
H46 2.6035 -5.2433 2.4472  0.075
H47 3.5987 -3.9329 3.2526  0.076
H48 4.3708 -5.3698 0.5905  0.097
H49 5.6404 -3.1710 2.3757  0.052
H50 6.3111 -3.6063 0.7873  0.059
H51 6.3157 -4.7008 2.1213  0.078
H52 3.3603 -1.0349 -0.2382  0.077
H53 5.9091 -2.5634 -0.9406  0.053
H54 6.1276 -0.8130 -0.5368  0.071
H55 4.9982 -1.2950 -1.8222  0.057
H56 5.5529 -0.9785 1.8294  0.054
H57 3.9282 -1.6532 2.4033  0.066
H58 4.1286 0.0162 1.6567  0.066
H59 3.5407 -2.8174 -2.0849  0.107
H60 1.9994 -5.4070 -1.7192  0.083
H61 1.8781 -4.0972 -2.9545  0.060
H62 1.2361 -3.8562 -1.3371  0.054
H63 4.3643 -5.7580 -1.4885  0.072
H64 5.5590 -4.4620 -1.4401  0.060
H65 4.6769 -4.7791 -2.9135  0.078

Record 2
Computed, not measured: a molecular structure, C40H67Cl4CrO10P3, with ωB97M-V/def2-TZVPD.

Results
electronic energy = -6226.2038 Ha
multiplicity = 4
E_HOMO (alpha / beta) = -10.8463 / -10.8566 eV
max |F| = 1.0 eV Å⁻¹
LUMO level (alpha / beta) = -4.0 / -4.0 eV
frontier orbital gap (alpha / beta) = 0.253 / 0.253 Ha
net charge = +1

Last column: Mulliken spin population.
CARTESIAN COORDINATES (ANGSTROEM)
Cr1 0.1639 -0.1986 -0.4470  3.107
C1 3.8185 -3.0298 -1.7392  0.001
C2 4.8601 -2.1668 -1.0577  -0.001
C3 6.0273 -2.9611 -0.5312  0.000
O1 4.2853 -1.4819 0.1283  -0.003
P1 3.2983 -0.2876 0.0079  -0.017
O2 2.1621 -0.4209 -0.9669  -0.018
C4 2.8769 0.0779 1.7253  0.015
P2 1.2433 -0.2756 2.4324  0.002
O3 0.0209 -0.4274 1.5511  -0.045
O4 1.2869 -1.4806 3.4276  -0.006
C5 2.3792 -1.6722 4.3935  0.000
C6 3.2735 -2.7852 3.8808  0.000
C7 1.7495 -1.9818 5.7301  0.000
O5 1.1525 1.0231 3.3240  0.001
C8 -0.0485 1.5956 3.9535  0.002
C9 -1.0356 0.5448 4.4328  0.000
C10 -0.6746 2.5816 2.9967  0.006
O6 4.1286 0.9658 -0.4607  0.003
C11 5.3305 1.4288 0.2277  0.001
C12 5.1185 2.8895 0.5538  0.000
C13 6.5183 1.1817 -0.6733  0.000
H1 4.2839 -3.5270 -2.5915  0.000
H2 2.9754 -2.4395 -2.0995  -0.001
H3 3.4652 -3.7978 -1.0505  0.000
H4 5.2059 -1.3876 -1.7398  0.000
H5 5.6681 -3.7576 0.1258  0.000
H6 6.7191 -2.3255 0.0254  0.000
H7 6.5636 -3.4153 -1.3649  0.000
H8 3.0195 1.1446 1.8738  0.003
H9 3.6000 -0.4771 2.3287  -0.001
H10 2.9375 -0.7369 4.4749  0.000
H11 2.7961 -3.7559 4.0330  0.000
H12 4.2193 -2.7787 4.4248  0.000
H13 3.4769 -2.6833 2.8121  0.000
H14 1.0412 -2.8056 5.6244  0.000
H15 1.2289 -1.1172 6.1425  0.000
H16 2.5276 -2.2801 6.4354  0.000
H17 0.3593 2.1232 4.8109  0.000
H18 -1.5130 0.0394 3.5897  0.001
H19 -1.8087 1.0370 5.0247  0.000
H20 -0.5548 -0.2073 5.0570  0.000
H21 -1.0140 2.0659 2.0991  0.015
H22 0.0445 3.3482 2.7014  0.000
H23 -1.5261 3.0682 3.4770  0.000
H24 5.4530 0.8544 1.1510  0.000
H25 5.0365 3.4689 -0.3689  0.000
H26 5.9605 3.2704 1.1338  0.000
H27 4.2028 3.0377 1.1319  0.000
H28 6.3236 1.6076 -1.6599  0.000
H29 6.7211 0.1150 -0.7848  0.000
H30 7.4075 1.6564 -0.2563  0.000
C14 -4.1461 4.1544 -1.4363  0.000
C15 -3.3350 3.7622 -0.2045  0.001
C16 -2.3154 2.6823 -0.5753  0.042
C17 -2.9141 1.5882 -1.5065  -0.050
C18 -4.4516 1.6161 -1.4123  -0.009
C19 -4.9811 2.9563 -1.9403  0.000
P3 -2.1738 -0.1057 -1.2895  0.067
C20 -2.0418 -0.6254 -3.0723  -0.067
C21 -3.3643 -0.6544 -3.8559  0.001
C22 -4.1486 -1.9453 -3.6352  -0.001
C23 -3.3007 -3.1513 -4.0368  0.001
C24 -1.9804 -3.1771 -3.2666  0.000
C25 -1.2060 -1.8693 -3.4128  0.066
C26 -3.3940 -0.9702 -0.2164  -0.072
C27 -3.1536 -2.4888 -0.0343  0.005
C28 -3.5903 -2.9805 1.3575  0.002
C29 -4.8310 -2.2257 1.8226  0.000
C30 -4.4937 -0.7410 2.0523  -0.002
C31 -3.3354 -0.2716 1.1598  0.007
H31 -3.4531 4.4870 -2.2156  0.000
H32 -4.7953 5.0010 -1.2151  0.000
H33 -4.0064 3.4071 0.5857  0.000
H34 -2.8072 4.6277 0.2017  0.000
H35 -1.8925 2.2451 0.3274  0.012
H36 -1.4938 3.1710 -1.0979  0.003
H37 -2.6494 1.8418 -2.5357  -0.007
H38 -4.7628 1.4827 -0.3736  0.000
H39 -4.9092 0.8055 -1.9758  0.001
H40 -6.0216 3.0651 -1.6292  0.000
H41 -4.9825 2.9353 -3.0334  0.000
H42 -1.4655 0.2350 -3.4164  -0.004
H43 -3.1000 -0.5857 -4.9173  -0.001
H44 -3.9765 0.2191 -3.6410  0.001
H45 -5.0736 -1.9202 -4.2139  0.000
H46 -4.4334 -2.0301 -2.5799  0.000
H47 -3.0918 -3.0941 -5.1112  0.000
H48 -3.8540 -4.0781 -3.8689  0.000
H49 -1.3568 -4.0011 -3.6217  0.000
H50 -2.1816 -3.3611 -2.2100  0.001
H51 -0.9041 -1.7545 -4.4601  0.004
H52 -0.2868 -1.9017 -2.8272  -0.020
H53 -4.3784 -0.8062 -0.6549  0.003
H54 -2.1027 -2.7183 -0.1832  0.007
H55 -3.7167 -3.0340 -0.7935  -0.001
H56 -2.7799 -2.8362 2.0816  0.000
H57 -3.7847 -4.0532 1.3127  0.000
H58 -5.2413 -2.6648 2.7320  0.000
H59 -5.6049 -2.3194 1.0534  0.000
H60 -4.2171 -0.5767 3.0969  0.000
H61 -5.3770 -0.1268 1.8605  0.000
H62 -2.3753 -0.5171 1.6182  0.025
H63 -3.3693 0.8148 1.0668  0.012
Cl1 1.9482 7.5022 -3.1578  0.000
C32 1.6380 5.8920 -2.6143  0.003
C33 1.3888 4.8968 -3.5490  -0.001
C34 1.1076 3.6154 -3.1091  0.001
C35 1.0828 3.3373 -1.7480  -0.019
C36 1.3567 4.3388 -0.8207  0.001
C37 1.6394 5.6232 -1.2519  -0.002
C38 0.6788 1.9993 -1.2917  -0.017
O7 0.6131 1.6950 -0.0396  0.011
O8 0.3479 1.0907 -2.1085  -0.034
H64 1.4142 5.1313 -4.6060  0.000
H65 0.9090 2.8217 -3.8191  0.001
H66 1.3388 4.1018 0.2361  0.000
H67 1.8523 6.4156 -0.5469  0.000
Cl2 1.2376 -5.2158 1.5378  -0.002
C39 0.5350 -4.3801 0.3867  0.001
Cl3 -0.3479 -5.1915 -0.7955  0.001
Cl4 3.4466 -6.0814 1.1132  -0.006
C40 0.8398 -2.8887 0.3066  0.006
O9 1.7164 -2.4878 1.0460  0.002
O10 0.1035 -2.1909 -0.4777  -0.036

Calculated energy above the lowest of the compared OMol25 structures with the same formula, charge and spin in order - 38.6; 35.7 kcal per mole